Molecular formula: C3H4FNO2S
Method: DFT, ωB97M-V with the def2-TZVPD basis set

Element x y z (Å)
1 C -1.2192 0.3437 1.1046
2 C 0.6804 0.4145 -0.3680
3 C 1.1288 -0.8924 0.2902
4 H -2.3671 -1.9441 -0.4846
5 H -1.2610 0.8285 2.0781
6 H 2.2193 -0.9721 0.1582
7 H 0.5743 -1.7424 -0.1804
8 N -1.8925 -0.7148 0.8597
9 O -1.8002 -1.1200 -0.4658
10 O -0.3165 1.0075 0.3267
11 F 0.8778 -0.9016 1.6175
12 S 1.2235 1.1658 -1.6997

The calculation puts the HOMO-LUMO gap at 9.0961 eV. As for the energy relative to the best compared isomer or geometry (same formula, charge and spin): 2.3768 eV. The max |F| comes out at 2.0 eV Å⁻¹.